Density functional theory data (ωB97M-V/def2-TZVPD) for 2 unconnected molecules or ions with the total composition C2H5Br2OP at a distorted geometry.

```
! RIJCOSX wB97M-V def2-TZVPD def2/J DEFGRID3
* xyz 0 1
Br -1.25 -0.09 4.11
Br 1.37 1.44 2.67
P -0.76 1.31 2.46
O -0.37 0.17 -1.46
C -1.14 -0.24 -0.43
C 0.93 -0.27 -1.64
H -0.66 -1.03 0.14
H 1.37 -0.06 -2.71
H 0.90 -1.41 -1.71
H -2.19 0.01 -0.43
H 1.80 0.17 -1.02
*
```

Computed properties:
E_HOMO (alpha / beta): -8.05 / -7.46 eV
HOMO-LUMO gap (alpha / beta): 8.3 / 6.3 eV
energy: -153573.69057 eV
ΔE to the lowest compared entry with this formula, charge and spin: 413.4 kJ/mol


Density functional theory data (ωB97M-V/def2-TZVPD) for C2H5Br2PS in the gas phase at a distorted geometry.

```
! RIJCOSX wB97M-V def2-TZVPD def2/J DEFGRID3
* xyz 0 1
Br 1.83 1.76 0.84
Br 1.87 -1.65 0.94
S 2.33 0.16 -2.21
P 1.38 0.04 -0.50
C -1.20 -0.02 0.70
C -0.54 -0.03 -0.60
H -2.40 0.02 0.70
H -1.12 0.88 1.33
H -0.79 0.72 -1.31
H -0.88 -0.85 1.40
H -0.49 -1.01 -1.28
*
```

Computed properties:
E_HOMO: -9.47 eV
HOMO-LUMO gap: 9.0 eV
energy: -162365.37300 eV
SMILES: CCP(=S)(Br)Br
ΔE to the lowest compared entry with this formula, charge and spin: 1.5 kJ/mol


Density functional theory data (ωB97M-V/def2-TZVPD) for a molecular structure, C2H5Br3NO at a distorted geometry.

```
! RIJCOSX wB97M-V def2-TZVPD def2/J DEFGRID3
* xyz 1 1
Br -0.09 -1.86 0.69
Br 2.33 0.17 -0.49
Br -0.33 1.54 0.78
O 2.10 0.42 2.35
N -0.84 0.60 -2.21
C 0.02 -0.15 -1.56
C 0.53 0.00 -0.13
H -1.34 1.45 -1.97
H 0.41 -1.02 -2.12
H 2.31 -0.51 2.41
H -1.12 0.45 -3.15
H 2.66 0.91 3.04
*
```

Computed properties:
E_HOMO: -14.31 eV
HOMO-LUMO gap: 8.8 eV
energy: -215811.47624 eV
ΔE to the lowest compared entry with this formula, charge and spin: 147.5 kJ/mol